No. 1
Molecular formula: C5H9NaO4Y
Method: DFT, ωB97M-V/def2-TZVPD

Output
**Net charge**: +1
**Orbital gap**: 0.177 Eh
**Max |F|**: 5.21 eV/A

Each line ends with the Mulliken charge.
Atoms and positions in Å:
O 0.80721 3.06996 0.04624  -0.789
C 1.81987 2.30256 0.19153  0.173
C 1.86249 0.91672 0.33799  -0.801
O 0.56884 0.34027 0.41280  -0.360
C 0.33790 -0.91183 -0.17702  -0.286
C -1.10702 -1.28387 0.05486  -0.704
O -1.93032 -0.28522 -0.52594  -0.356
C -3.31052 -0.58883 -0.48424  -0.782
Na -1.06782 1.85473 -0.09543  1.018
H 2.81566 2.79538 0.26174  0.311
H 0.99114 -1.69124 0.25636  0.367
H 0.52988 -0.88250 -1.26533  0.295
H -1.31997 -1.35468 1.13544  0.353
H -1.31058 -2.26403 -0.40797  0.413
H -3.84631 0.25588 -0.93365  0.261
H -3.52642 -1.50018 -1.06349  0.301
H -3.65091 -0.72591 0.55499  0.342
Y 3.82966 0.00960 -0.95953  1.512
O 4.27998 -0.25777 1.04485  -0.804
H 3.22725 0.20097 1.61579  0.535

No. 2
Molecular formula: C37H33N11O2S3W
Method: DFT, ωB97M-V/def2-TZVPD

Output
**Net charge**: +3
**Spin multiplicity**: 4
**Orbital gap (spin up / spin down)**: 0.263 / 0.206 Eh
**Max |F|**: 0.20 eV/A

Each line ends with the Mulliken charge.
Atoms and positions in Å:
W 0.35393 -0.62556 0.85425  1.866
C 5.24326 1.36589 -0.40131  -0.746
N 4.19208 0.86361 0.49950  0.833
C 3.30425 -0.07188 0.24604  -0.551
N 2.41753 -0.12515 1.24664  -0.175
C 2.87648 0.82598 2.12734  -0.584
N 3.94109 1.44087 1.69826  -1.055
C 4.87257 1.12907 -1.84940  0.509
C 5.83869 0.65949 -2.72913  -1.038
C 5.54332 0.48988 -4.07700  -0.828
C 4.27156 0.75661 -4.55002  -1.130
C 3.28612 1.20511 -3.66830  0.406
C 3.59294 1.41017 -2.32841  0.381
C 1.96016 1.51353 -4.21657  0.323
N 1.70525 1.98524 -5.37809  -0.495
N 0.33020 2.12107 -5.46588  -0.401
C -0.16313 1.71553 -4.35465  0.210
O 0.81352 1.27592 -3.48574  0.054
C -1.58564 1.74562 -3.99120  0.120
C -2.36581 2.71996 -4.60962  -1.052
C -3.72583 2.77710 -4.35539  -0.796
C -4.31030 1.86783 -3.48962  -0.971
C -3.54331 0.88348 -2.87470  0.573
C -4.27004 -0.12066 -1.99874  -1.165
N -3.35150 -0.81549 -1.09842  1.162
C -2.55075 -0.26303 -0.20919  -1.442
N -1.66615 -1.17152 0.21156  0.469
C -2.03877 -2.30941 -0.46223  -0.577
N -3.04018 -2.11849 -1.27117  -0.952
C -2.17523 0.82409 -3.12525  0.639
H 6.18313 0.87670 -0.15122  0.417
H 5.34259 2.42542 -0.16728  0.361
H 3.28901 -0.66001 -0.65329  0.736
H 2.40501 1.03652 3.07261  0.776
H 6.83625 0.44087 -2.36814  0.445
H 6.31065 0.14578 -4.75675  0.452
H 4.03152 0.63553 -5.59805  0.576
H 2.83405 1.81768 -1.66814  0.610
H -1.89920 3.41952 -5.28934  0.556
H -4.33208 3.53356 -4.83422  0.441
H -5.37615 1.91795 -3.30054  0.502
H -4.74822 -0.89883 -2.59175  0.390
H -5.03838 0.36893 -1.40087  0.439
H -2.60013 0.77136 0.08915  0.753
H -1.55934 -3.26599 -0.34173  0.764
H -1.56271 0.04095 -2.68832  0.509
S -0.04033 2.63708 -0.37789  -0.021
C 0.11170 1.21862 0.15055  0.159
O 0.00633 -0.39172 2.81814  -0.730
S -1.07918 -0.54951 3.95276  -0.185
C -2.56991 0.04344 3.22127  0.694
C -3.52544 -0.93291 2.95971  -0.550
C -4.72491 -0.56215 2.36525  -0.734
C -4.94784 0.76924 2.04307  -0.489
C -3.98229 1.73951 2.30777  -0.948
C -2.78561 1.38476 2.90653  -0.201
C -0.59534 0.66572 5.13176  0.877
C -0.90055 0.36719 6.45332  -0.445
C -0.57985 1.29662 7.43251  -0.635
C 0.05235 2.48081 7.08328  -0.549
C 0.36948 2.75318 5.75528  -1.075
C 0.04310 1.84590 4.76246  -0.139
H -3.34523 -1.96476 3.23683  0.530
H -5.49050 -1.30399 2.18235  0.486
H -5.89528 1.06239 1.60922  0.568
H -4.18190 2.77841 2.08095  0.484
H -2.05682 2.14092 3.16359  0.504
H -1.37541 -0.56934 6.71914  0.455
H -0.81204 1.08660 8.46725  0.435
H 0.31018 3.19694 7.85167  0.440
H 0.87082 3.67642 5.49778  0.449
H 0.28302 2.04800 3.72624  0.616
C 0.56022 -6.29188 0.59534  -1.220
C 1.41449 -5.09121 1.01264  -0.523
C 1.32327 -3.95983 0.04802  0.224
N 0.97841 -2.75085 0.33743  -0.936
N 0.98329 -1.88539 -0.74162  1.123
C 1.30698 -2.46006 -1.88017  0.345
N 1.35350 -1.83136 -3.04595  -0.194
S 1.66680 -4.14529 -1.65093  -0.067
H 0.65430 -7.07836 1.34072  0.383
H 0.88465 -6.70677 -0.35965  0.436
H -0.49445 -6.02678 0.51779  0.326
H 2.46451 -5.38685 1.08566  0.344
H 1.12092 -4.70897 1.99060  0.302
H 1.13091 -0.84471 -3.10483  -0.084
H 1.62131 -2.30989 -3.89150  0.233